# 1
A structure of composition C6H12CaClFNO5P2 in a non-equilibrium geometry. Source: OMol25; level of theory: wB97M-V/def2-TZVPD.

Computed properties:
Total charge: +1
Energy, Ha: -2586.837623
HOMO-LUMO gap, eV: 4.75
LUMO level, eV: -5.823

```
29
Properties=species:S:1:pos:R:3:forces:R:3:lowdin_charge:R:1
N -2.8305 1.7563 0.0749 0.68 -2.07 0.76 -0.25
P -2.4442 0.2045 0.3102 -4.05 3.97 1.84 0.52
O -3.7654 -0.7129 -0.3222 2.99 0.00 0.34 -0.23
O -2.3119 -0.0178 2.0088 -1.11 -0.90 -2.07 -0.25
P -0.5209 -0.2374 -0.7504 -0.89 0.15 0.16 0.78
C 0.1223 1.3992 -0.0912 1.01 1.50 0.30 -0.32
C 1.7049 1.6103 -0.0367 0.68 0.41 0.78 -0.30
C 2.4971 0.5668 0.9256 -0.15 1.05 -0.48 -0.52
Cl 3.9330 1.5347 1.6241 -0.88 -0.92 -0.52 0.49
C -0.5151 -1.9348 0.1131 0.31 -2.00 0.59 -0.20
C 0.4353 -2.0542 1.3836 0.55 0.69 3.47 -0.35
O 0.1745 -1.7291 2.5461 0.78 -1.30 -5.04 0.12
F 1.7685 -2.5656 1.1534 -2.95 0.94 -0.23 0.01
C 1.0049 -0.6128 -1.8271 4.06 -1.78 -1.57 -0.56
O 1.8499 -1.5263 -1.6578 -2.95 3.08 -0.73 0.00
O 1.2019 0.2391 -3.0027 -2.50 -1.45 5.19 -0.56
H -2.8843 2.2403 0.9921 0.04 -0.30 -0.92 -0.01
H -3.3436 -1.3401 -0.9545 -0.83 0.17 0.44 0.04
H -3.2285 -0.1082 2.3819 1.10 0.12 -0.40 0.09
H -1.3004 -0.1724 -1.9817 0.44 -0.03 0.62 0.06
H -0.3110 2.2532 -0.7416 0.38 -1.67 0.99 0.12
H -0.3207 1.5801 0.9602 0.68 -0.52 -1.68 0.10
H 2.2143 1.7264 -1.0699 -0.94 -0.50 1.65 0.10
H 1.8727 2.6399 0.4688 -0.50 -1.66 -0.87 0.11
H 1.8569 0.2964 1.8287 0.93 0.17 -1.33 0.08
H 2.9381 -0.3219 0.3667 -0.76 1.17 1.01 0.07
H -1.5927 -2.1068 0.4992 1.94 0.33 -0.37 0.09
H -0.3077 -2.7965 -0.6225 0.09 1.44 1.09 0.12
Ca 2.1027 0.1896 -4.5791 1.86 -0.09 -3.01 1.65
```
Forces are in eV/Å.

---

# 2
A cluster of 3 separate species, C6H12Cl2NO2S in total in a non-equilibrium geometry. Source: OMol25; level of theory: wB97M-V/def2-TZVPD.

Computed properties:
Relative energy (zero: lowest compared OMol25 entry of this formula, charge and spin), kJ/mol: 167.6
Total charge: -1
Energy, Ha: -1759.524042
HOMO-LUMO gap (alpha / beta), eV: 8.09 / 5.75
LUMO level (alpha / beta), eV: 3.088 / 1.357

```
24
Properties=species:S:1:pos:R:3:forces:R:3:lowdin_charge:R:1
C -1.4094 1.7407 2.5283 -2.27 -2.92 0.65 -0.08
C 2.7567 -2.3386 -1.9389 -1.94 0.75 1.77 -0.11
C -2.2950 1.3727 1.2448 -1.67 4.07 1.70 -0.26
C 1.9403 -1.2145 -1.3359 -0.06 3.05 0.73 -0.38
C -1.5742 0.3065 0.6081 -0.30 -0.60 -0.69 -0.61
C 0.7940 -1.7251 -0.5599 -1.82 0.12 0.18 -0.54
N -0.5386 0.4555 -0.1068 1.30 0.86 -0.87 -0.11
O 0.5451 2.8581 0.1020 -1.60 -0.61 -0.30 -0.45
O 0.5905 1.7170 -2.0063 -1.17 -0.03 -0.06 -0.46
S -0.2614 2.0313 -0.8461 3.19 0.25 0.20 0.75
Cl -3.2035 -0.6531 -0.8756 -0.40 -0.10 -0.04 -0.20
Cl 1.0383 -2.2282 1.1325 -0.27 0.19 -1.35 0.52
H -1.9524 1.8721 3.4962 -0.26 -0.67 -0.82 0.08
H -0.9252 2.6158 2.4903 2.12 3.17 -1.01 0.00
H -0.6846 0.9380 2.6611 0.12 0.13 0.24 0.07
H 2.8099 -2.9764 -1.0865 1.89 -0.71 0.55 0.05
H 3.5041 -1.8014 -2.4057 2.56 -0.07 -0.76 0.05
H 2.2077 -2.9345 -2.5922 -1.12 -0.61 -1.68 0.05
H -3.3441 1.2034 1.6601 1.42 -0.38 -1.21 0.12
H -2.3248 2.2872 0.5193 -0.20 -1.56 1.41 0.11
H 1.5443 -0.4584 -2.0895 0.33 -1.08 0.77 0.10
H 2.6346 -0.5188 -0.6477 -1.40 -1.68 -1.30 0.15
H -1.6374 -0.6087 1.1043 -0.03 -1.69 0.68 0.06
H -0.2149 -1.9408 -1.0561 1.58 0.13 1.22 0.09
```
Forces are in eV/Å.

---

# 3
A structure of composition C6H12Cl2Si in a non-equilibrium geometry. Source: OMol25; level of theory: wB97M-V/def2-TZVPD.

Computed properties:
Relative energy (zero: lowest compared OMol25 entry of this formula, charge and spin), kJ/mol: 106.8
Total charge: 0
Energy, Ha: -1445.694413
HOMO-LUMO gap, eV: 9.96
LUMO level, eV: 0.522

```
21
Properties=species:S:1:pos:R:3:forces:R:3:lowdin_charge:R:1
C 2.2752 -0.9335 3.2191 -0.35 1.42 -1.16 -0.11
C 1.4130 -0.3254 2.4043 1.49 0.19 -3.33 -0.14
C 0.0472 0.1205 -2.4420 0.71 0.77 1.95 -0.06
C -0.7511 -1.3939 -0.4628 -0.28 2.21 -0.33 -0.08
C -0.8073 1.0872 -0.3189 0.22 2.91 2.15 -0.16
C -0.0412 -0.0269 -0.8717 -0.63 -1.70 -1.27 -0.71
Si 1.6188 -0.0454 -0.0609 1.22 -0.57 2.81 0.00
Cl 2.6999 -1.6962 -0.6400 -0.14 -0.27 0.03 0.29
Cl 2.9199 1.4738 -0.7389 -0.83 -0.26 0.52 0.25
H 2.0517 -0.7682 4.2772 0.56 -0.59 -0.11 0.05
H 3.2344 -1.2635 2.8010 -0.48 -0.48 0.66 0.05
H 0.6372 0.3064 2.7325 -1.13 0.28 0.50 -0.01
H 1.1009 0.1551 -2.6652 0.25 -0.05 -0.89 0.04
H -0.4466 -0.6770 -2.9148 -0.42 -1.15 -0.73 0.06
H -0.4278 1.0470 -2.7522 0.12 0.13 -0.01 0.08
H -0.4653 -2.0658 -1.1875 0.53 -1.85 -1.62 0.03
H -1.8420 -1.2901 -0.5141 0.21 0.14 0.11 0.10
H -0.4649 -1.8227 0.4689 0.22 0.04 1.04 0.05
H -1.7663 1.3339 -0.8117 0.42 -0.36 0.31 0.10
H -0.9127 0.8560 0.7435 -0.93 0.09 0.14 0.07
H -0.1980 2.0493 -0.2075 -0.75 -0.89 -0.80 0.10
```
Forces are in eV/Å.

---

# 4
A structure of composition C6H12Cl3CrO6 in a non-equilibrium geometry. Source: OMol25; level of theory: wB97M-V/def2-TZVPD.

Computed properties:
Relative energy (zero: lowest compared OMol25 entry of this formula, charge and spin), kJ/mol: 0.0
2S+1: 5
Total charge: -1
Energy, Ha: -3112.529778
HOMO-LUMO gap (alpha / beta), eV: 7.01 / 8.08
LUMO level (alpha / beta), eV: 2.760 / 2.760

```
28
Properties=species:S:1:pos:R:3:forces:R:3:mulliken_spin:R:1
Cr -0.1844 -0.5110 0.1298 0.07 -0.40 0.19 3.95
Cl 0.4361 -2.6876 1.3335 -0.23 0.36 -0.37 0.04
Cl 0.8474 -0.0349 -2.0097 -0.05 0.02 0.14 0.03
Cl -1.8018 0.8816 1.3443 -0.01 -0.07 -0.11 0.04
C 0.9201 3.0656 1.6612 0.10 0.05 -0.11 0.00
O 2.2057 2.4537 1.8575 0.70 0.45 0.15 0.00
C 2.3411 1.1584 1.6258 -0.17 1.10 0.59 -0.01
O 1.4878 0.4515 1.2025 -0.99 -1.07 -0.76 -0.03
O 3.5196 0.7008 1.9987 0.36 -0.96 0.26 0.00
C 4.6024 1.5453 2.2842 1.12 1.06 -0.53 0.00
H 0.9823 3.9909 2.2283 -0.16 -0.08 0.15 0.00
H 0.1354 2.3946 2.0044 -0.12 0.15 -0.11 0.00
H 0.7888 3.3281 0.6127 -0.08 -0.28 -0.07 0.00
H 5.5121 0.9496 2.3293 -0.26 -0.40 -0.09 0.00
H 4.5986 2.1328 3.2044 -0.80 -0.25 0.16 0.00
H 4.7421 2.2570 1.4673 -0.05 0.02 0.01 0.00
C -4.3962 -0.4290 -1.4478 -0.56 0.53 1.66 0.00
O -3.7013 -1.3234 -2.2791 -0.53 -0.30 -0.88 0.00
C -2.5684 -1.8528 -1.8825 1.44 0.15 -0.31 -0.01
O -1.8571 -1.4504 -1.0009 0.13 0.57 1.04 -0.02
O -2.2387 -2.8548 -2.6700 -0.66 -0.44 -1.03 0.00
C -0.8734 -3.3117 -2.6111 0.08 0.15 0.71 0.00
H -5.1368 -1.0066 -0.8834 0.03 0.08 -0.07 0.00
H -4.9302 0.3400 -2.0022 0.22 -0.30 -0.56 0.00
H -3.7755 0.0915 -0.7128 0.35 -0.25 -0.19 0.00
H -0.7831 -4.2545 -3.1428 -0.48 -0.04 0.00 0.00
H -0.6513 -3.4397 -1.5514 0.55 -0.02 -0.15 0.00
H -0.2210 -2.5850 -3.0901 0.02 0.18 0.28 0.00
```
Forces are in eV/Å.

---

# 5
The ion C6H12ClN2 with charge +1 in a non-equilibrium geometry. Source: OMol25; level of theory: wB97M-V/def2-TZVPD.

Computed properties:
Relative energy (zero: lowest compared OMol25 entry of this formula, charge and spin), kJ/mol: 265.5
Total charge: +1
SMILES: [H]/N=C/C(=C(/C)Cl)[NH+](C)C
Energy, Ha: -805.176838
HOMO-LUMO gap, eV: 10.11
LUMO level, eV: -3.291

```
21
Properties=species:S:1:pos:R:3:forces:R:3:lowdin_charge:R:1
C -1.5122 0.8922 -0.9047 0.78 0.64 -0.99 -0.30
C -0.3744 0.6343 -0.0231 2.44 1.43 3.45 -0.24
C -0.1235 1.3932 1.1331 -0.86 -3.76 -2.20 -0.60
C 0.8363 0.8673 2.2159 1.61 -0.69 -2.83 -0.05
C 0.0809 -1.7083 0.1719 -1.04 -1.01 0.50 0.02
C 1.0197 -0.4735 -1.7559 -0.17 -0.35 -1.71 0.00
N -2.5261 0.1807 -0.9473 -2.01 -1.52 -0.82 0.16
N 0.6550 -0.4346 -0.3867 -2.04 0.81 3.99 -0.12
Cl -1.4006 2.4662 1.4788 0.27 0.60 0.57 0.80
H -1.2457 1.7588 -1.4736 -0.71 0.89 -0.98 0.12
H 1.9293 0.9930 1.8867 -1.38 0.30 0.57 0.12
H 0.7433 -0.2491 2.2785 -0.31 1.10 0.43 0.08
H 0.6865 1.3459 3.1347 -0.16 0.53 1.31 0.06
H 0.8309 -2.4517 0.0993 0.66 -1.00 -0.70 0.10
H -0.1343 -1.7283 1.2665 0.19 1.07 -0.81 0.12
H -0.8637 -1.9863 -0.2999 0.35 0.17 -0.35 0.11
H 1.3966 0.3915 -2.2384 0.49 1.50 0.61 0.12
H 1.7380 -1.2162 -1.9373 0.83 -1.32 -0.07 0.11
H 0.1439 -0.6699 -2.3178 -0.95 -0.67 -0.52 0.11
H -3.3126 0.3399 -1.6577 1.77 0.45 1.28 0.12
H 1.4327 -0.3454 0.2771 0.25 0.83 -0.71 0.16
```
Forces are in eV/Å.